(1)
Density functional theory data (ωB97M-V with the def2-TZVPD basis set) for a 6-piece molecular cluster, C26H54ClIO15Si overall.

Element x y z (Å)
1 C 5.68 -3.43 -0.09
2 C 5.42 -4.39 -1.26
3 I 6.55 -3.70 -2.98
4 C 3.94 -4.46 -1.63
5 Si 2.98 -5.59 -0.44
6 C 1.48 -4.77 0.37
7 C 1.32 -3.27 0.11
8 C 0.90 -2.97 -1.32
9 Cl 1.36 -1.29 -1.77
10 H 6.68 -3.02 -0.13
11 H 5.51 -3.93 0.86
12 H 4.98 -2.60 -0.17
13 H 5.78 -5.39 -1.04
14 H 3.55 -3.44 -1.70
15 H 3.86 -4.91 -2.62
16 H 2.50 -6.76 -1.21
17 H 3.93 -6.09 0.58
18 H 0.57 -5.29 0.08
19 H 1.57 -4.91 1.45
20 H 0.53 -2.88 0.76
21 H 2.23 -2.71 0.36
22 H 1.37 -3.62 -2.05
23 H -0.18 -3.00 -1.41
24 C -6.05 -1.09 -1.75
25 C -5.21 -1.33 -2.99
26 O -4.40 -0.19 -3.31
27 C -3.31 -0.03 -2.56
28 O -2.95 -0.76 -1.67
29 O -2.68 1.07 -2.96
30 C -1.54 1.42 -2.16
31 H -6.65 -0.19 -1.87
32 H -6.72 -1.94 -1.59
33 H -5.42 -0.97 -0.87
34 H -5.85 -1.47 -3.86
35 H -4.58 -2.21 -2.89
36 H -0.86 0.59 -2.08
37 H -1.86 1.74 -1.17
38 H -1.05 2.25 -2.67
39 C 6.95 -10.76 0.56
40 C 8.11 -10.24 -0.26
41 O 7.73 -9.96 -1.62
42 C 7.05 -8.83 -1.80
43 O 6.76 -8.03 -0.94
44 O 6.74 -8.72 -3.09
45 C 5.96 -7.56 -3.40
46 H 6.50 -11.63 0.08
47 H 7.29 -11.04 1.55
48 H 6.18 -10.00 0.67
49 H 8.88 -11.00 -0.35
50 H 8.55 -9.35 0.18
51 H 6.45 -6.67 -3.03
52 H 4.97 -7.66 -2.96
53 H 5.88 -7.52 -4.48
54 C -2.04 -1.54 2.33
55 C -2.41 -2.50 3.43
56 O -1.44 -2.51 4.49
57 C -1.49 -1.48 5.32
58 O -2.28 -0.57 5.29
59 O -0.52 -1.62 6.22
60 C -0.41 -0.54 7.16
61 H -1.04 -1.76 1.95
62 H -2.75 -1.62 1.50
63 H -2.05 -0.51 2.68
64 H -2.43 -3.53 3.06
65 H -3.40 -2.29 3.84
66 H -1.37 -0.37 7.65
67 H -0.08 0.36 6.65
68 H 0.33 -0.85 7.89
69 C -1.33 6.50 2.72
70 C -0.44 5.84 1.69
71 O -1.19 4.97 0.82
72 C -1.90 5.58 -0.12
73 O -1.95 6.77 -0.32
74 O -2.56 4.65 -0.82
75 C -3.43 5.16 -1.83
76 H -1.88 5.75 3.28
77 H -0.72 7.08 3.41
78 H -2.04 7.18 2.25
79 H 0.28 5.19 2.17
80 H 0.10 6.57 1.09
81 H -2.89 5.83 -2.50
82 H -4.27 5.69 -1.38
83 H -3.79 4.30 -2.38
84 C -2.97 9.46 -1.18
85 C -4.30 9.43 -0.47
86 O -4.54 10.63 0.30
87 C -4.90 11.69 -0.40
88 O -5.09 11.74 -1.59
89 O -5.05 12.72 0.45
90 C -5.39 13.95 -0.18
91 H -2.16 9.64 -0.47
92 H -2.79 8.51 -1.67
93 H -2.94 10.25 -1.93
94 H -4.31 8.63 0.26
95 H -5.13 9.28 -1.16
96 H -6.27 13.85 -0.80
97 H -4.56 14.32 -0.78
98 H -5.59 14.65 0.63

Properties
HOMO-LUMO gap	9.778	eV
SMILES	C[C@H](I)C[SiH2]CCCCl.CCOC(=O)OC.CCOC(=O)OC.CCOC(=O)OC.CCOC(=O)OC.CCOC(=O)OC
charge	0

Just the Löwdin charges please, in e? Sure, here they are: -0.18 -0.84 0.82 -0.41 0.69 -0.32 -0.34 -0.58 0.56 0.05 0.07 0.07 0.04 0.05 0.05 -0.04 -0.02 0.07 0.07 0.08 0.09 0.05 0.07 -0.06 -0.21 0.04 -0.61 0.11 0.01 -0.03 0.08 0.08 0.07 0.12 0.12 0.05 0.10 0.10 -0.07 -0.21 0.04 -0.61 0.11 0.01 -0.05 0.08 0.08 0.07 0.12 0.12 0.02 0.10 0.10 -0.05 -0.21 0.04 -0.61 0.12 0.00 -0.04 0.06 0.08 0.08 0.12 0.12 0.10 0.10 0.09 -0.06 -0.20 0.04 -0.60 0.11 0.00 -0.03 0.08 0.08 0.07 0.12 0.12 0.10 0.10 0.09 -0.07 -0.21 0.04 -0.62 0.12 0.00 -0.04 0.08 0.05 0.08 0.12 0.12 0.09 0.10 0.09

---

(2)
Density functional theory data (ωB97M-V with the def2-TZVPD basis set) for C29H33FeN4O4S as an isolated structure.

Element x y z (Å)
1 Fe -0.24 0.44 0.39
2 C -1.54 -3.57 0.49
3 C -2.92 -3.42 0.65
4 C -3.44 -2.16 0.84
5 C -2.58 -1.06 0.85
6 N -1.26 -1.22 0.67
7 C -0.76 -2.44 0.48
8 C -2.94 0.33 1.12
9 C -4.23 0.73 1.48
10 C -4.46 2.05 1.82
11 C -3.41 2.95 1.81
12 C -2.13 2.55 1.44
13 C -1.87 1.23 1.08
14 H -1.10 -4.55 0.34
15 H -3.57 -4.28 0.64
16 H -4.50 -2.01 0.97
17 H 0.31 -2.49 0.31
18 H -5.04 0.02 1.51
19 H -5.46 2.37 2.10
20 H -3.58 3.99 2.09
21 H -1.34 3.28 1.48
22 C 4.24 -3.57 3.67
23 C 4.36 -2.67 2.47
24 C 3.78 -3.03 1.26
25 C 3.92 -2.23 0.14
26 C 4.65 -1.05 0.20
27 N 4.89 -0.37 -1.02
28 C 5.35 0.91 -1.23
29 O 6.18 1.13 -2.09
30 N 4.86 1.98 -0.48
31 C 3.52 2.33 -0.19
32 C 3.25 3.68 0.03
33 C 1.94 4.11 0.11
34 C 0.92 3.18 0.02
35 N 1.18 1.87 -0.06
36 C 2.44 1.45 -0.18
37 C 5.20 -0.66 1.41
38 C 5.04 -1.46 2.53
39 H 4.54 -4.59 3.43
40 H 3.21 -3.60 4.04
41 H 4.87 -3.22 4.49
42 H 3.23 -3.96 1.18
43 H 3.47 -2.53 -0.81
44 H 5.20 -0.97 -1.77
45 H 5.41 2.79 -0.74
46 H 4.06 4.39 0.07
47 H 1.71 5.16 0.22
48 H -0.12 3.46 0.01
49 H 2.56 0.39 -0.34
50 H 5.79 0.25 1.48
51 H 5.50 -1.15 3.47
52 C -1.29 -0.35 3.92
53 C 0.17 -0.35 3.46
54 C 1.01 0.20 4.62
55 C 0.52 0.46 2.21
56 H -1.36 -0.80 4.91
57 H -1.94 -0.92 3.26
58 H -1.68 0.67 3.98
59 H 0.48 -1.40 3.30
60 H 0.69 1.22 4.85
61 H 2.07 0.24 4.36
62 H 0.90 -0.39 5.53
63 H 1.59 0.29 2.01
64 H 0.44 1.52 2.49
65 C 0.26 0.42 -3.77
66 S -0.56 -0.03 -2.27
67 O -0.99 1.22 -1.61
68 O -1.61 -0.94 -2.60
69 O 0.51 -0.61 -1.40
70 H -0.51 0.70 -4.50
71 H 0.81 -0.44 -4.12
72 H 0.92 1.26 -3.58

Properties
<S²>	0.79
multiplicity	2
HOMO-LUMO gap (alpha / beta)	8.531 / 8.509	eV
energy above the lowest of the compared OMol25 structures with the same formula, charge and spin	0.000	eV
charge	0

Just the Löwdin charges please, in e? Sure, here they are: 0.52 -0.04 -0.04 0.01 -0.21 0.04 -0.09 -0.18 -0.02 -0.09 -0.08 -0.09 -0.12 0.11 0.11 0.11 0.12 0.10 0.10 0.10 0.08 -0.05 -0.28 -0.04 -0.03 -0.26 0.13 -0.52 0.08 0.14 -0.18 0.00 -0.03 -0.10 0.00 -0.04 -0.01 -0.04 0.08 0.08 0.07 0.12 0.12 0.15 0.14 0.12 0.11 0.10 0.10 0.11 0.11 -0.07 -0.47 -0.10 -0.16 0.08 0.06 0.09 0.12 0.08 0.07 0.07 0.06 0.07 -0.13 0.43 -0.34 -0.30 -0.38 0.07 0.07 0.06

---

(3)
Density functional theory data (ωB97M-V with the def2-TZVPD basis set) for a 2-piece molecular cluster, C3H10N2O overall.

Element x y z (Å)
1 C -2.10 -0.93 -0.17
2 C -0.65 -0.71 0.23
3 C -0.19 0.75 0.00
4 H 4.21 0.44 -0.53
5 H 4.23 -1.04 -0.04
6 H -2.38 -1.16 -1.21
7 H -2.78 -0.15 0.18
8 H -2.47 -1.85 0.29
9 H 0.04 -1.33 -0.35
10 H -0.56 -1.00 1.29
11 H -2.00 1.67 0.50
12 H -0.79 2.65 -0.25
13 H 1.63 0.12 0.01
14 N -1.06 1.76 0.13
15 N 1.06 0.95 -0.19
16 O 3.82 -0.18 0.12

Properties
HOMO-LUMO gap	9.504	eV
energy above the lowest of the compared OMol25 structures with the same formula, charge and spin	0.969	eV
SMILES	[H]/N=C(/N)CC.O
charge	0

Just the Löwdin charges please, in e? Sure, here they are: -0.13 -0.18 -0.53 0.06 0.03 0.07 0.06 0.06 0.11 0.11 0.09 0.10 0.01 0.12 0.09 -0.08